No. 1
33
Properties=species:S:1:pos:R:3:forces:R:3 method="wB97M-V/def2-TZVPD" gap_ev="5.39 / 5.39" e_above_lowest_kj_mol=0.0 e_homo_ev="-11.47 / -11.47" total_charge=+1
Tc 0.550 1.036 -0.309 0.232 0.285 0.062
O 0.314 -0.559 3.533 -0.027 0.011 0.068
Cl -0.311 -0.435 2.259 0.061 -0.131 0.042
O -1.632 0.149 2.314 0.149 -0.059 0.081
O 0.571 0.857 1.589 -0.106 0.093 0.093
O -1.260 1.390 -0.356 0.145 -0.146 0.065
S 3.107 2.577 2.227 0.015 0.194 -0.165
As 2.881 4.127 0.967 0.252 -0.171 0.166
S 2.646 1.356 -1.101 -0.252 -0.138 -0.003
S 0.364 3.678 -0.197 0.043 0.067 0.060
S 3.188 3.297 -1.250 0.011 0.085 0.073
Te -1.471 2.895 0.965 -0.440 0.096 -0.409
C -2.981 3.850 -0.014 0.085 0.029 -0.075
C -4.257 3.948 0.501 0.022 -0.045 0.064
C -5.130 4.624 -0.372 -0.020 0.011 -0.018
C -4.499 5.015 -1.521 0.026 0.011 -0.006
S -2.856 4.584 -1.565 -0.010 -0.054 0.106
H -4.549 3.549 1.463 -0.014 0.004 -0.006
H -6.172 4.814 -0.166 0.002 -0.001 0.005
H -4.933 5.551 -2.352 0.009 -0.001 -0.008
C 1.028 -0.779 -0.532 -0.333 -0.240 -0.161
C 1.361 -1.973 -0.529 0.170 0.201 0.000
C 1.731 -3.319 -0.518 0.013 -0.169 -0.054
C 1.958 -3.978 0.706 -0.012 0.082 -0.001
C 2.343 -5.300 0.711 0.015 -0.039 -0.022
C 2.506 -5.975 -0.496 -0.006 0.023 0.024
C 2.286 -5.337 -1.713 0.005 -0.029 -0.015
C 1.899 -4.015 -1.732 -0.021 0.053 0.041
H 1.837 -3.429 1.631 -0.006 -0.008 0.001
H 2.523 -5.810 1.647 -0.002 0.000 0.000
H 2.812 -7.014 -0.487 -0.002 -0.003 -0.004
H 2.421 -5.877 -2.640 -0.001 -0.001 0.000
H 1.724 -3.495 -2.664 -0.003 -0.010 -0.005



No. 2
25
Properties=species:S:1:pos:R:3:forces:R:3 method="wB97M-V/def2-TZVPD" gap_ev=6.63 e_homo_ev=-4.09 total_charge=-1
K -1.729 -0.002 -1.170 0.365 -0.220 -0.101
Br -0.710 -2.265 0.992 0.088 0.039 0.035
C 0.874 -1.229 1.337 -0.076 -0.110 0.136
C 1.290 -1.208 2.638 0.002 0.018 -0.067
C 2.459 -0.496 2.970 0.031 0.019 -0.026
C 3.163 0.147 1.994 0.061 0.015 0.131
C 2.737 0.125 0.645 -0.229 -0.173 -0.067
C 3.477 0.777 -0.366 0.072 0.071 -0.092
C 3.037 0.738 -1.659 0.033 0.014 -0.009
C 1.838 0.068 -1.990 -0.102 -0.100 0.107
C 1.034 -0.604 -1.079 0.053 0.088 -0.046
C 1.539 -0.569 0.265 0.136 0.062 -0.011
H 0.733 -1.732 3.402 -0.017 -0.009 -0.015
H 2.791 -0.472 4.001 0.011 0.009 -0.002
H 4.069 0.688 2.248 0.003 0.008 -0.039
H 4.388 1.306 -0.105 -0.005 -0.016 0.051
H 3.611 1.239 -2.434 -0.002 -0.002 0.000
H 1.536 0.092 -3.037 0.046 0.045 -0.020
Cl -4.449 -0.841 -2.668 -0.045 -0.122 -0.013
C -5.455 -0.024 -1.419 -0.106 0.385 0.199
C -4.861 1.300 -0.850 -0.029 -0.047 0.000
O -5.727 1.990 -0.304 0.019 0.024 0.031
O -3.626 1.486 -0.960 -0.419 0.192 0.031
H -5.594 -0.721 -0.595 0.059 -0.073 -0.066
H -6.424 0.203 -1.852 0.052 -0.116 -0.148